23
Properties=species:S:1:pos:R:3:lowdin_charge:R:1 method="wB97M-V/def2-TZVPD" lumo_ev=-2.550 e_homo_ev=-14.16 max_force_ha_per_bohr=0.043 total_charge=+1
C -2.781 -0.102 -0.524 -0.074
C -1.920 1.121 -0.173 -0.191
N 0.615 0.075 2.353 0.156
C 0.099 0.375 1.165 -0.123
N -1.114 0.878 1.066 0.043
H -3.430 -0.330 0.349 0.087
H -2.178 -0.939 -0.875 0.075
H -3.453 0.198 -1.346 0.087
H -2.510 1.987 0.089 0.116
H -1.242 1.359 -1.011 0.126
H -0.042 0.194 3.128 0.129
H 1.625 -0.336 2.526 0.100
H 0.689 0.334 0.270 0.126
H -1.740 0.849 1.867 0.157
H 2.565 1.162 -1.918 0.030
H 1.778 -0.037 -2.494 0.009
O 1.822 0.602 -1.767 -0.054
H 3.274 -0.701 3.740 0.068
H 3.547 -1.813 2.746 0.094
O 3.062 -0.979 2.854 -0.022
H 0.081 -1.897 -3.669 0.046
H 0.420 -0.679 -4.505 0.079
O 0.830 -1.321 -3.869 -0.064

***

90
Properties=species:S:1:pos:R:3:lowdin_charge:R:1 method="wB97M-V/def2-TZVPD" lumo_ev=-4.293 e_homo_ev=-9.91 max_force_ha_per_bohr=0.035 total_charge=+1
Ti -0.141 -0.003 0.353 1.127
O -0.250 5.793 4.004 -0.003
C 0.539 4.854 4.121 -0.675
O 1.345 4.474 4.977 -0.012
C 0.465 3.851 2.883 -0.035
C -0.433 4.058 1.855 0.078
C -0.466 3.187 0.772 -0.168
N 0.354 2.114 0.696 0.065
C 1.314 1.996 1.654 -0.210
C 1.380 2.822 2.754 0.070
C 2.332 0.987 1.336 -0.208
C 3.543 0.887 2.002 0.032
C 4.503 0.021 1.510 -0.005
C 4.241 -0.676 0.339 -0.012
C 2.997 -0.554 -0.242 -0.120
N 2.034 0.226 0.265 0.005
C -1.280 3.640 -0.384 -0.238
C -2.526 4.233 -0.193 -0.030
C -3.138 4.860 -1.264 -0.041
C -2.478 4.907 -2.483 -0.044
C -1.240 4.293 -2.575 -0.128
N -0.654 3.664 -1.559 0.120
H -1.055 4.942 1.903 0.133
H 2.115 2.699 3.540 0.126
H 3.738 1.497 2.871 0.127
H 5.454 -0.089 2.013 0.126
H 4.981 -1.322 -0.110 0.123
H 2.750 -1.108 -1.135 0.110
H -2.998 4.217 0.780 0.119
H -4.107 5.326 -1.144 0.117
H -2.908 5.411 -3.337 0.110
H -0.683 4.304 -3.506 0.115
C 0.675 -4.216 -1.503 0.017
C 0.270 -3.440 -0.254 -0.489
C 0.102 -4.394 0.930 0.018
O 1.217 -2.416 0.019 -0.073
C -1.077 -2.717 -0.396 -0.499
O -2.023 -3.183 -0.979 0.120
O -1.103 -1.567 0.260 -0.233
H 1.367 -5.011 -1.226 0.098
H 1.171 -3.562 -2.214 0.072
H -0.205 -4.656 -1.969 0.097
H 1.059 -4.864 1.157 0.104
H -0.622 -5.164 0.671 0.108
H -0.255 -3.862 1.815 0.094
H 1.642 -2.566 0.893 0.056
C 1.905 -2.667 5.183 0.012
N 1.052 -1.759 4.422 -0.023
C 0.074 -1.033 5.021 -0.003
C -0.758 -0.226 4.324 0.059
C -0.527 -0.142 2.926 -0.443
O -1.192 0.567 2.106 -0.128
N 0.473 -0.826 2.353 0.131
C 1.264 -1.679 3.049 -0.455
O 2.139 -2.365 2.520 0.053
H 1.810 -2.441 6.241 0.098
H 2.938 -2.545 4.869 0.099
H 1.619 -3.702 5.003 0.106
H -0.010 -1.140 6.094 0.144
H -1.528 0.365 4.794 0.131
C -4.065 -0.688 -0.936 -0.193
S -3.108 0.032 0.408 1.009
C -4.230 1.407 0.719 -0.198
O -1.926 0.729 -0.309 -0.614
H -4.991 -1.066 -0.502 0.077
H -3.495 -1.523 -1.332 0.034
H -4.266 0.068 -1.694 0.072
H -5.202 0.999 0.993 0.073
H -4.301 2.024 -0.174 0.060
H -3.820 1.975 1.552 0.062
C 1.444 1.239 -2.648 -0.234
P 0.179 -0.031 -2.275 0.985
C -1.293 0.665 -3.125 -0.209
C 0.500 -1.351 -3.504 -0.364
C 1.688 -1.415 -4.223 -0.088
C 1.840 -2.351 -5.237 -0.062
C 0.814 -3.235 -5.531 -0.059
C -0.363 -3.194 -4.796 -0.061
C -0.521 -2.259 -3.789 -0.118
H 2.438 0.928 -2.333 0.033
H 1.159 2.135 -2.097 0.024
H 1.451 1.450 -3.717 0.063
H -0.985 1.005 -4.113 0.070
H -1.698 1.489 -2.553 0.016
H -2.054 -0.105 -3.233 0.041
H 2.505 -0.737 -4.008 0.100
H 2.763 -2.387 -5.801 0.112
H 0.931 -3.953 -6.332 0.113
H -1.157 -3.900 -5.004 0.117
H -1.440 -2.249 -3.215 0.096